Below is 8 unconnected molecules or ions with the total composition C44H106N2O20 at a distorted geometry, with properties calculated with wB97M-V/def2-TZVPD.

Output
HOMO, Ha: -0.3357
Net charge: 0
HOMO-LUMO gap, eV: 9.7654
Energy relative to the best compared isomer or geometry (same formula, charge and spin), eV: 0.000
Max |F|, eV Å⁻¹: 2.3
SMILES string: COC[C@H](C)N.COC[C@H](C)N.COCCOCCOC.COCCOCCOC.COCCOCCOC.COCCOCCOC.COCCOCCOC.COCCOCCOC

Last column: Löwdin charge in e.
CARTESIAN COORDINATES (ANGSTROEM)
C -4.445 6.989 7.331  -0.114
O -3.581 6.797 6.235  -0.188
C -2.267 6.494 6.639  -0.231
C -1.361 6.693 5.440  -0.462
C -1.711 5.811 4.271  -0.054
N 0.041 6.514 5.805  0.033
H -5.482 6.852 7.030  0.086
H -4.332 8.005 7.730  0.089
H -4.238 6.280 8.141  0.086
H -1.949 7.108 7.496  0.123
H -2.215 5.466 7.036  0.133
H -1.537 7.745 5.167  0.137
H -1.179 4.859 4.348  0.064
H -1.162 6.249 3.425  0.081
H -2.766 5.727 4.046  0.079
H 0.588 6.713 4.976  0.070
H 0.362 7.101 6.561  0.068
C -2.872 3.423 -0.754  -0.130
O -3.921 3.954 -1.497  -0.189
C -5.203 4.224 -0.894  -0.175
C -5.940 3.059 -0.256  -0.428
C -5.373 2.520 1.056  -0.072
N -6.155 1.926 -1.194  0.043
H -3.112 2.597 -0.093  0.055
H -2.354 4.151 -0.104  0.093
H -2.091 3.148 -1.464  0.088
H -5.093 5.084 -0.221  0.125
H -5.712 4.565 -1.798  0.123
H -6.927 3.426 0.053  0.133
H -4.577 1.790 0.895  0.028
H -6.099 1.881 1.565  0.084
H -5.032 3.311 1.721  0.084
H -6.348 2.327 -2.115  0.070
H -5.190 1.641 -1.394  0.066
C 3.274 -1.632 2.976  -0.094
O 2.211 -2.194 2.236  -0.180
C 1.665 -3.302 2.872  -0.239
C 0.411 -3.776 2.161  -0.171
O -0.649 -3.127 2.839  -0.146
C -1.961 -3.660 2.684  -0.154
C -2.633 -3.088 1.450  -0.186
O -3.192 -1.833 1.808  -0.201
C -3.874 -1.252 0.721  -0.106
H 2.969 -1.511 4.025  0.091
H 3.494 -0.655 2.562  0.074
H 4.129 -2.319 3.003  0.092
H 1.430 -3.218 3.942  0.130
H 2.399 -4.134 2.886  0.128
H 0.319 -4.866 2.208  0.129
H 0.548 -3.452 1.121  0.114
H -2.498 -3.327 3.570  0.128
H -1.895 -4.750 2.596  0.124
H -3.475 -3.729 1.156  0.124
H -1.885 -2.962 0.665  0.113
H -4.823 -1.758 0.523  0.095
H -3.250 -1.230 -0.184  0.087
H -4.035 -0.200 0.962  0.060
C 0.799 -2.786 -1.541  -0.125
O -0.595 -2.908 -1.415  -0.206
C -1.259 -3.605 -2.466  -0.185
C -1.384 -5.093 -2.263  -0.176
O -2.383 -5.432 -1.335  -0.123
C -3.732 -5.404 -1.717  -0.210
C -4.148 -6.616 -2.534  -0.192
O -3.587 -6.677 -3.839  -0.194
C -4.094 -5.706 -4.727  -0.112
H 1.115 -2.107 -0.742  0.063
H 1.076 -2.190 -2.423  0.085
H 1.384 -3.705 -1.458  0.099
H -0.849 -3.338 -3.451  0.124
H -2.223 -3.082 -2.481  0.124
H -0.418 -5.489 -1.941  0.133
H -1.572 -5.574 -3.230  0.118
H -4.049 -4.459 -2.180  0.116
H -4.284 -5.451 -0.774  0.126
H -5.243 -6.666 -2.572  0.128
H -3.729 -7.486 -2.026  0.132
H -4.717 -6.155 -5.504  0.087
H -3.273 -5.124 -5.150  0.086
H -4.745 -4.972 -4.238  0.083
C 4.280 1.754 -5.409  -0.108
O 4.931 1.890 -6.655  -0.172
C 6.333 1.888 -6.492  -0.208
C 6.968 1.880 -7.876  -0.183
O 6.219 2.726 -8.720  -0.117
C 6.921 3.083 -9.865  -0.211
C 6.158 4.171 -10.653  -0.233
O 4.800 4.118 -10.390  -0.170
C 4.073 4.970 -11.273  -0.091
H 4.168 2.720 -4.904  0.091
H 4.704 1.010 -4.729  0.077
H 3.271 1.412 -5.654  0.089
H 6.637 1.001 -5.920  0.118
H 6.619 2.757 -5.883  0.127
H 6.985 0.846 -8.234  0.131
H 7.979 2.301 -7.800  0.122
H 7.196 2.260 -10.542  0.124
H 7.893 3.517 -9.577  0.117
H 6.327 4.021 -11.728  0.121
H 6.649 5.111 -10.362  0.121
H 3.896 4.409 -12.197  0.089
H 4.617 5.900 -11.440  0.085
H 3.108 5.179 -10.817  0.086
C -2.751 -0.045 4.995  -0.099
O -3.896 -0.227 5.802  -0.160
C -3.611 -0.399 7.159  -0.238
C -4.805 -0.990 7.846  -0.216
O -5.929 -0.149 7.749  -0.105
C -6.835 -0.329 8.807  -0.205
C -6.523 0.609 9.963  -0.219
O -7.550 0.518 10.924  -0.183
C -7.119 0.721 12.246  -0.119
H -3.092 -0.149 3.966  0.082
H -1.950 -0.727 5.291  0.092
H -2.378 0.988 5.048  0.075
H -3.301 0.525 7.678  0.133
H -2.746 -1.066 7.308  0.124
H -4.542 -1.240 8.882  0.125
H -4.982 -1.969 7.374  0.134
H -6.970 -1.349 9.185  0.132
H -7.829 -0.050 8.440  0.131
H -6.378 1.631 9.596  0.133
H -5.565 0.319 10.425  0.118
H -6.610 1.678 12.395  0.088
H -6.431 -0.079 12.554  0.088
H -8.001 0.649 12.879  0.087
C -0.700 1.955 2.955  -0.139
O -0.150 1.789 1.683  -0.173
C -0.298 0.422 1.273  -0.169
C 0.195 0.247 -0.146  -0.182
O 1.531 -0.146 -0.279  -0.161
C 2.446 0.852 0.087  -0.185
C 3.854 0.521 -0.361  -0.198
O 4.036 0.251 -1.726  -0.165
C 3.586 -0.985 -2.198  -0.115
H -0.228 2.772 3.513  0.080
H -0.565 1.113 3.645  0.078
H -1.768 2.211 2.954  0.086
H -1.372 0.185 1.330  0.115
H 0.176 -0.291 1.958  0.130
H -0.130 1.096 -0.766  0.137
H -0.434 -0.535 -0.595  0.115
H 2.418 1.111 1.152  0.126
H 2.211 1.800 -0.429  0.139
H 4.272 -0.338 0.198  0.122
H 4.514 1.349 -0.096  0.129
H 4.046 -1.814 -1.653  0.102
H 3.540 -1.025 -3.288  0.096
H 2.498 -1.096 -2.062  0.045
C 2.243 -4.259 -5.613  -0.088
O 3.569 -3.782 -5.430  -0.179
C 4.172 -4.240 -4.260  -0.233
C 5.556 -3.633 -4.143  -0.222
O 6.041 -3.986 -2.882  -0.137
C 7.356 -3.492 -2.618  -0.161
C 7.433 -1.972 -2.626  -0.199
O 7.916 -1.444 -3.863  -0.203
C 9.329 -1.322 -3.893  -0.107
H 1.646 -4.087 -4.718  0.073
H 2.293 -5.307 -5.931  0.090
H 1.857 -3.725 -6.480  0.088
H 4.289 -5.334 -4.265  0.133
H 3.652 -3.981 -3.323  0.119
H 5.488 -2.559 -4.345  0.119
H 6.173 -4.034 -4.962  0.138
H 8.022 -3.851 -3.411  0.128
H 7.555 -3.888 -1.625  0.126
H 7.782 -1.505 -1.699  0.130
H 6.411 -1.567 -2.673  0.111
H 9.613 -1.062 -4.912  0.086
H 9.836 -2.206 -3.509  0.086
H 9.615 -0.430 -3.317  0.087